1.
Entry from the Open Molecules 2025 dataset: a molecular structure, C6H13N in a non-equilibrium geometry (ωB97M-V with the def2-TZVPD basis set).

```
20
Properties=species:S:1:pos:R:3:forces:R:3:lowdin_charge:R:1
N -1.30801 0.58825 0.08450 1.5810 -1.6202 1.9444 0.02
C 2.04519 -0.60970 0.48116 -0.5512 0.0954 -0.3209 -0.08
C 1.19900 0.36164 -0.37843 -1.6434 -0.6222 0.2782 -0.35
C -0.40255 -1.49841 -0.87826 -0.9094 -1.0255 2.1077 -0.02
C -2.43826 -0.20629 0.60247 -0.7972 0.7747 -1.5602 -0.15
C -0.31461 -0.18045 -0.30274 -1.5490 4.2932 -2.0030 -0.46
C 1.18452 1.77228 0.15412 -0.0807 0.3118 -0.4256 -0.10
H -2.93248 -0.82347 -0.18186 0.3051 0.1082 0.2627 0.08
H 3.09487 -0.30869 0.50262 -0.1245 -0.2493 0.0744 0.08
H -3.21092 0.48095 0.95860 0.1943 -0.1256 0.1342 0.07
H -1.19624 -2.21445 -0.71675 -0.8184 0.7154 -0.0282 0.06
H 0.81120 1.65351 1.17099 0.1733 0.6875 0.1067 0.08
H 1.44160 0.27742 -1.43864 0.4673 0.1098 -0.0032 0.13
H 1.63810 -0.71191 1.49691 0.1884 0.6819 0.1059 0.09
H 0.46314 2.34048 -0.42496 -0.3462 0.0969 0.1956 0.07
H 1.86452 -1.62012 0.12640 0.8798 -0.0988 -0.4381 0.05
H -0.06764 -1.35554 0.36062 1.0388 -2.7911 -1.7949 0.18
H 2.10035 2.37382 0.07417 0.1418 -0.6926 0.3072 0.08
H -0.07953 -1.54113 -1.92273 1.7726 -0.5735 0.8564 0.11
H -2.13665 -0.86593 1.41060 0.0775 -0.0761 0.2005 0.07
```
Forces are in eV/Å.

Computed properties:
**Energy above the lowest of the compared OMol25 structures with the same formula, charge and spin**: 97.4 kcal/mol
**Spin multiplicity**: 1
**LUMO**: 0.498 eV
**Max |F|**: 4.98 eV/A
**HOMO-LUMO gap**: 8.65 eV

2.
Entry from the Open Molecules 2025 dataset: a single C6H13N molecule in a non-equilibrium geometry (ωB97M-V with the def2-TZVPD basis set).

```
20
Properties=species:S:1:pos:R:3:forces:R:3:lowdin_charge:R:1
N 2.00779 -1.21805 1.58563 -0.4985 -0.5224 -0.1671 0.02
C -0.37963 1.14809 -0.13587 -0.8290 0.1522 -0.1272 -0.14
C -2.23229 1.63374 -1.76018 0.3296 1.3299 -0.4897 -0.11
C -0.92572 1.04715 -1.34468 0.6319 -0.4591 0.4459 -0.18
C 0.87474 0.47739 0.27718 0.3736 -0.5514 -0.3132 -0.19
C 0.00803 -1.90389 0.26268 -0.6582 -0.5968 0.3554 -0.07
C 0.66846 -0.81840 1.07850 0.6146 0.3956 0.4899 -0.46
H -2.21848 2.71505 -1.53939 -0.1752 -0.3343 0.2965 0.08
H -0.82082 -1.52450 -0.33918 0.2190 -0.0050 -0.1599 0.07
H -0.43573 -2.66522 0.91701 0.1219 0.0861 0.0158 0.08
H -2.32189 1.64742 -2.84778 -0.2634 -0.4760 0.0495 0.07
H 2.48016 -1.66757 0.80081 0.1964 0.2101 0.0939 0.06
H 0.73900 -2.44156 -0.34054 -0.0003 0.2077 -0.3539 0.08
H 1.53600 1.12035 0.85631 -0.0683 0.1040 0.0386 0.11
H -0.34233 0.46530 -2.05379 -0.1957 0.0579 -0.3007 0.10
H -0.95532 1.67952 0.61788 0.1386 0.1056 0.1923 0.11
H 1.42281 0.17816 -0.63063 0.0274 0.1664 0.1140 0.12
H 0.06718 -0.61471 1.97213 -0.0410 0.1521 -0.1503 0.14
H 1.86443 -1.98922 2.23677 0.1051 0.1548 0.0619 0.07
H -3.10670 1.19965 -1.28387 -0.0285 -0.1773 -0.0917 0.07
```
Forces are in eV/Å.

Computed properties:
**Structure (SMILES)**: C/C=C/C[C@@H](C)N
**Energy above the lowest of the compared OMol25 structures with the same formula, charge and spin**: 12.2 kcal/mol
**Spin multiplicity**: 1
**LUMO**: 1.162 eV
**Max |F|**: 1.45 eV/A
**HOMO-LUMO gap**: 10.26 eV

3.
Entry from the Open Molecules 2025 dataset: 2 unconnected molecules or ions with the total composition C6H13N in a non-equilibrium geometry (ωB97M-V with the def2-TZVPD basis set).

```
20
Properties=species:S:1:pos:R:3:forces:R:3:lowdin_charge:R:1
N -2.39454 0.98502 0.46496 -1.5033 1.2067 0.1972 0.07
C 1.29162 1.55183 0.11241 0.0969 3.5660 2.1050 -0.17
C 0.41470 -0.98399 -1.27556 0.8767 4.6834 -1.1382 -0.09
C -0.08839 -0.55714 0.04194 1.7363 -2.8025 2.3499 -0.48
C -0.92438 -1.61268 0.82464 0.1399 3.7809 -1.5273 -0.06
C 0.85898 0.27305 0.87493 1.5054 -1.1784 0.2353 -0.27
C -1.68111 0.86794 -0.50665 -2.5071 2.4118 -2.9389 -0.13
H -0.23856 -1.08457 -2.12771 -0.9782 -0.1117 -0.0003 0.07
H 2.15884 1.56518 -0.61926 -1.3252 -0.5592 0.7950 0.07
H 1.63686 2.37039 0.95661 -0.6126 -1.9508 -1.9866 0.11
H -1.67784 -1.00531 1.31267 0.4002 -0.3277 1.4373 0.05
H -3.26152 1.62648 0.50795 1.4308 -0.9458 -0.0581 0.11
H 0.36361 2.08481 -0.30680 1.5142 -0.8509 0.1793 0.06
H 0.46371 0.51765 1.95979 0.7335 -0.5502 -2.2901 0.14
H 1.16698 -0.15514 -1.65949 -1.0551 -1.9265 0.6770 0.11
H -0.19374 -2.15596 1.34203 0.3674 -1.2580 1.3543 0.06
H 0.87402 -1.88361 -1.13121 1.7123 -2.6427 0.0606 0.05
H -1.55743 -2.13398 0.17759 -0.4008 -1.5696 -1.2931 0.05
H 1.88269 -0.40757 0.97532 -2.1093 1.4605 0.2650 0.15
H -1.73551 1.34178 -1.59292 -0.0219 -0.4351 1.5766 0.11
```
Forces are in eV/Å.

Computed properties:
**Energy above the lowest of the compared OMol25 structures with the same formula, charge and spin**: 38.5 kcal/mol
**Spin multiplicity**: 3
**LUMO (alpha / beta)**: 1.001 / -1.050 eV
**Max |F|**: 4.90 eV/A
**HOMO-LUMO gap (alpha / beta)**: 5.79 / 9.60 eV

4.
Entry from the Open Molecules 2025 dataset: 2 unconnected molecules or ions with the total composition C6H13N in a non-equilibrium geometry (ωB97M-V with the def2-TZVPD basis set).

```
20
Properties=species:S:1:pos:R:3:forces:R:3:lowdin_charge:R:1
N -2.07687 0.23372 0.85094 -0.0395 -0.2186 -0.0685 -0.04
C 3.88314 0.67707 -0.09812 -0.3958 0.3911 0.4837 -0.13
C -2.71409 -0.71242 -0.02346 -0.0436 0.2237 -0.6717 -0.34
C -3.05904 -0.03227 -1.36103 0.5346 0.8096 1.1764 -0.11
C -1.67868 -0.34923 2.10837 -1.5713 -0.0233 -0.7587 -0.16
C 3.69005 -0.65115 -0.36291 0.1194 -0.3406 -0.4158 0.27
C 3.64361 1.68407 -0.99980 -0.4334 -0.5748 -0.4783 0.28
H 3.86074 -1.38729 0.41950 -0.1267 0.0769 -0.0354 0.12
H -1.05070 -1.22781 1.92780 0.6315 0.3169 0.3270 0.08
H -3.54439 -0.66091 -2.09657 0.1270 -0.0944 -0.1058 0.07
H -1.35465 0.47622 2.71675 0.8653 -0.2535 0.5193 0.06
H 4.07715 0.96194 0.91476 0.4742 0.0716 0.4339 0.12
H -2.02938 -1.56370 -0.16403 -0.1788 -0.1467 -0.0050 0.11
H 3.39263 -1.04770 -1.33277 0.0548 0.2414 0.0179 0.12
H -2.16162 0.49005 -1.70834 0.0070 -0.5161 -0.4585 0.06
H 3.30549 1.45142 -2.00875 0.1962 0.1114 0.0275 0.12
H -3.64824 -1.08689 0.42022 0.1881 -0.1506 0.1951 0.12
H 3.71930 2.72528 -0.71160 0.0779 0.0369 -0.0292 0.12
H -2.56423 -0.79100 2.59690 0.0036 0.1125 0.0470 0.09
H -3.69023 0.81059 -1.08786 -0.4907 -0.0733 -0.2008 0.07
```
Forces are in eV/Å.

Computed properties:
**Energy above the lowest of the compared OMol25 structures with the same formula, charge and spin**: 101.6 kcal/mol
**Spin multiplicity**: 2
**LUMO (alpha / beta)**: -8.066 / -8.066 eV
**Max |F|**: 1.75 eV/A
**Net charge**: +1
**HOMO-LUMO gap (alpha / beta)**: 3.42 / 3.74 eV

5.
Entry from the Open Molecules 2025 dataset: a gas-phase ion, C6H13N (charge +1) in a non-equilibrium geometry (ωB97M-V with the def2-TZVPD basis set).

```
20
Properties=species:S:1:pos:R:3:forces:R:3:lowdin_charge:R:1
N -0.17436 -0.81454 0.97772 2.2474 -0.5099 -4.6150 0.09
C -0.15972 0.79000 -0.84677 -1.1855 3.0420 -1.2399 0.05
C -0.62628 -2.55159 2.44278 -1.6611 1.1903 -0.3408 -0.06
C 0.09695 3.09233 -1.83682 -1.9414 -0.9656 -0.8975 -0.10
C 0.58039 1.65516 -1.89233 0.4987 -0.0082 1.3109 -0.22
C 0.34857 -0.25269 -0.18173 0.7980 -1.6204 3.3429 -0.06
C 0.27693 -2.25326 1.19021 -4.2482 1.4244 0.8166 -0.11
H -1.00724 3.05825 -1.97150 0.6178 0.5850 -0.0991 0.09
H 0.30037 3.54082 -0.88952 0.3185 0.4017 0.5244 0.08
H 1.30857 -2.21806 1.31910 1.7304 -0.2539 0.8928 0.10
H 0.57355 3.60606 -2.65821 -0.0853 0.5233 -0.0169 0.09
H 0.07563 -2.76447 0.23491 -0.2489 -0.1898 0.6428 0.13
H 1.67521 1.82220 -1.77587 -0.4012 -1.3210 0.5578 0.14
H -0.36316 -1.87262 3.21660 1.0581 0.4481 0.7893 0.07
H -0.60528 -3.50079 2.82087 0.7739 -2.5961 0.8170 0.04
H 0.49621 1.22323 -2.88106 -0.4207 -0.2066 -0.3416 0.12
H 1.34224 -0.61218 -0.41478 0.0620 -0.1468 -0.1280 0.15
H -1.79422 -2.36840 2.57174 1.9763 -0.0953 -1.9640 0.14
H -1.15229 -0.72115 1.10658 -1.1351 0.6179 0.5190 0.13
H -1.19208 1.14168 -0.53193 1.2462 -0.3190 -0.5707 0.16
```
Forces are in eV/Å.

Computed properties:
**Energy above the lowest of the compared OMol25 structures with the same formula, charge and spin**: 42.0 kcal/mol
**Spin multiplicity**: 2
**LUMO (alpha / beta)**: -3.347 / -7.270 eV
**Max |F|**: 5.16 eV/A
**Net charge**: +1
**HOMO-LUMO gap (alpha / beta)**: 11.37 / 8.35 eV

6.
Entry from the Open Molecules 2025 dataset: a gas-phase ion, C6H13N2 (charge +1) in a non-equilibrium geometry (ωB97M-V with the def2-TZVPD basis set).

```
21
Properties=species:S:1:pos:R:3:forces:R:3:lowdin_charge:R:1
N -1.08802 1.39262 -2.02982 1.4840 3.1896 -2.9458 0.06
N 1.07756 0.75853 2.49816 -0.6996 0.9599 -2.5213 0.19
C 0.81759 -0.95563 -1.82391 -2.0759 -1.3680 1.9745 -0.02
C -0.30354 -0.71991 -0.84215 -1.5986 2.5347 0.5228 -0.33
C -0.03436 0.37871 0.18775 2.6116 2.9712 1.9632 -0.14
C -1.39870 0.33950 -1.02864 1.1148 -1.1922 2.3611 -0.02
C 0.25675 0.15095 1.63287 -2.2205 -2.5189 -0.9930 -0.23
C -0.38229 -1.11250 2.17527 -1.0681 1.5865 2.5215 -0.02
H -1.72969 1.40578 -2.83237 -0.5606 -1.1514 0.3789 0.16
H -0.29571 -1.11927 3.28212 0.4251 -0.2294 -0.5136 0.09
H 0.03814 -1.98778 1.78805 0.8121 -1.2822 -0.6930 0.08
H -1.47736 -1.19451 2.10194 0.3114 0.4271 -0.7851 0.11
H -0.20074 1.59746 -2.59674 -0.0268 -1.4069 1.0350 0.17
H 1.23011 0.41554 3.44406 -0.1482 0.2042 -0.4875 0.14
H -1.23624 2.39273 -1.80082 -0.3937 -0.6941 1.4132 0.16
H -0.84212 -1.47729 -0.23163 0.9077 -0.3209 -1.1926 0.13
H 1.49418 1.63592 2.15957 0.0611 -0.6262 0.7825 0.14
H 0.64710 -1.92628 -2.16835 0.2958 -1.4871 -1.1594 0.08
H 0.74475 1.18762 -0.02869 -1.1514 -0.9532 -0.9301 0.13
H 1.70295 -0.88675 -1.31683 2.4218 -0.4772 1.5124 0.06
H 0.97965 -0.27544 -2.56984 -0.5020 1.8345 -2.2438 0.05
```
Forces are in eV/Å.

Computed properties:
**Energy above the lowest of the compared OMol25 structures with the same formula, charge and spin**: 119.5 kcal/mol
**Spin multiplicity**: 1
**LUMO**: -3.555 eV
**Max |F|**: 4.59 eV/A
**Net charge**: +1
**HOMO-LUMO gap**: 8.34 eV